# C2H3ClN2

A single C2H3ClN2 molecule at a distorted geometry (ωB97M-V/def2-TZVPD, OMol25).

The value obtained for the lowest unoccupied orbital energy is -0.417 eV. The highest occupied orbital energy is -10.01 eV. Its SMILES is CN(Cl)C#N. Its energy above the lowest of the compared OMol25 structures with the same formula, charge and spin is 2.997 eV. The calculation puts the orbital gap at 9.593 eV. The calculated total energy is -647.6117 Ha.

The geometry in ORCA input format:
```
! wB97M-V def2-TZVPD RIJCOSX def2/J DEFGRID3
* xyz 0 1
C -0.17 0.74 0.56
N 0.44 -0.19 -0.28
Cl 1.09 0.63 -1.74
C -0.19 -1.50 -0.45
N -0.17 -2.65 -0.36
H 0.50 1.58 0.75
H -1.15 1.17 0.04
H -0.35 0.22 1.49
*
```